# 1
DFT (ωB97M-V/def2-TZVPD) results for a 2-piece molecular cluster, C4H10N2O overall in a non-equilibrium geometry.

Atoms and positions in Å:
C (-3.505, 0.299, 0.509)
N (-2.348, 0.083, 0.104)
C (-1.527, 0.433, -0.893)
O (-0.766, 1.367, -0.906)
H (-3.843, -0.200, 1.408)
H (-4.211, 0.958, 0.004)
H (-1.506, -0.363, -1.667)
C (1.739, 0.099, 1.154)
C (1.679, -0.899, -0.005)
N (1.888, -0.313, -1.318)
H (2.723, 0.565, 1.204)
H (1.543, -0.400, 2.100)
H (0.995, 0.880, 1.008)
H (0.696, -1.381, -0.015)
H (2.435, -1.678, 0.135)
H (2.803, 0.128, -1.352)
H (1.203, 0.423, -1.469)

The calculation puts the LUMO energy at 0.4751 eV. As for the charge: 0. The frontier orbital gap is 9.30 eV. The calculation puts the total energy at -343.1135 Ha. The value obtained for the molar mass is 102.14 g mol⁻¹. The calculation puts the largest force on an atom at 1.24 eV/Å.

# 2
DFT (ωB97M-V/def2-TZVPD) results for an isolated molecule of C4H10N2O in a non-equilibrium geometry.

Atoms and positions in Å:
C (1.575, -1.316, -0.279)
N (0.703, -0.164, -0.196)
C (1.516, 0.952, -0.323)
C (-0.472, 0.015, 0.670)
C (-1.785, -0.040, -0.279)
N (-2.846, 0.739, 0.190)
O (-1.833, -0.795, -1.291)
H (1.314, -1.957, -1.133)
H (1.627, -1.944, 0.690)
H (2.635, -1.066, -0.478)
H (2.194, 0.746, -1.325)
H (0.900, 1.921, -0.527)
H (2.224, 1.138, 0.580)
H (-0.543, -0.650, 1.619)
H (-0.518, 0.981, 1.243)
H (-3.662, 0.602, -0.308)
H (-3.029, 0.839, 1.148)

The calculation puts the LUMO energy at 0.7853 eV. As for the charge: 0. The frontier orbital gap is 9.04 eV. The calculation puts the total energy at -343.0978 Ha. The value obtained for the molar mass is 102.14 g mol⁻¹. The calculation puts the largest force on an atom at 4.39 eV/Å.

# 3
DFT (ωB97M-V/def2-TZVPD) results for an isolated molecule of C4H10N2O in a non-equilibrium geometry.

Atoms and positions in Å:
C (-1.931, -0.227, -0.282)
N (-0.627, -0.781, -0.133)
C (-0.248, -1.811, -0.933)
O (-0.824, -2.115, -1.962)
C (0.302, -0.214, 0.854)
C (0.750, 1.230, 0.547)
N (2.138, 1.282, 0.156)
H (-2.675, -0.821, 0.251)
H (-2.093, 0.812, -0.006)
H (-2.191, -0.292, -1.341)
H (0.754, -2.206, -0.699)
H (1.180, -0.859, 0.847)
H (-0.232, -0.311, 1.802)
H (0.739, 1.637, 1.561)
H (0.016, 1.690, -0.119)
H (2.552, 2.201, 0.144)
H (2.392, 0.785, -0.687)

The calculation puts the LUMO energy at 0.8612 eV. As for the charge: 0. The frontier orbital gap is 10.01 eV. The calculation puts the total energy at -343.1431 Ha. The value obtained for the molar mass is 102.14 g mol⁻¹. The calculation puts the largest force on an atom at 1.87 eV/Å.

# 4
DFT (ωB97M-V/def2-TZVPD) results for an isolated molecule of C4H10N2O in a non-equilibrium geometry.

Atoms and positions in Å:
C (-2.051, 0.814, 0.370)
N (-1.682, -0.323, -0.322)
O (-2.014, -0.507, -1.501)
C (-0.795, -1.333, 0.264)
C (0.658, -1.116, -0.107)
N (1.353, 0.145, 0.400)
C (1.241, 1.214, -0.612)
H (-1.720, 0.818, 1.352)
H (-2.635, 1.532, -0.136)
H (-1.117, -2.229, -0.328)
H (-0.849, -1.258, 1.403)
H (1.244, -1.890, 0.371)
H (0.688, -1.406, -1.174)
H (2.324, -0.142, 0.360)
H (0.336, 1.840, -0.429)
H (2.133, 1.784, -0.797)
H (1.069, 0.641, -1.539)

The calculation puts the LUMO energy (alpha / beta) at 0.7194 / 0.7195 eV. As for the charge: 0. The frontier orbital gap (alpha / beta) is 9.26 / 9.26 eV. The calculation puts the total energy at -343.0271 Ha. The value obtained for the molar mass is 102.14 g mol⁻¹. The calculation puts the largest force on an atom at 5.13 eV/Å.

# 5
DFT (ωB97M-V/def2-TZVPD) results for an isolated molecule of C4H10N2O in a non-equilibrium geometry.

Atoms and positions in Å:
C (0.774, 2.337, 2.047)
N (0.639, 1.817, 0.844)
O (1.316, 2.316, -0.167)
N (-0.217, 0.753, 0.468)
C (0.207, -0.184, -0.626)
C (-1.025, -0.236, -1.521)
C (0.693, -1.509, -0.095)
H (1.387, 3.345, 2.037)
H (0.531, 1.880, 2.961)
H (-0.828, 0.492, 1.243)
H (1.223, 0.271, -0.983)
H (-0.953, -0.520, -2.595)
H (-1.778, -0.948, -1.114)
H (-1.298, 0.879, -1.445)
H (0.113, -2.026, 0.722)
H (1.825, -1.458, 0.004)
H (0.487, -2.196, -0.988)

The calculation puts the LUMO energy at 0.8710 eV. As for the charge: 0. The frontier orbital gap is 9.43 eV. The calculation puts the total energy at -342.9938 Ha. The value obtained for the molar mass is 102.14 g mol⁻¹. The calculation puts the largest force on an atom at 3.41 eV/Å.

# 6
DFT (ωB97M-V/def2-TZVPD) results for an isolated molecule of C4H10N2O.

Atoms and positions in Å:
N (-0.849, -1.352, -2.241)
C (-1.157, -1.034, -0.888)
N (-0.810, 0.349, -0.532)
C (-0.526, 0.643, 0.857)
C (0.868, 1.256, 1.059)
C (1.922, 0.233, 1.426)
O (1.715, -0.722, 2.125)
H (-1.343, -0.824, -2.938)
H (0.106, -1.535, -2.493)
H (-2.227, -1.205, -0.751)
H (-0.643, -1.732, -0.220)
H (-0.106, 0.655, -1.189)
H (-0.583, -0.270, 1.454)
H (-1.279, 1.321, 1.257)
H (0.825, 1.968, 1.893)
H (1.168, 1.831, 0.180)
H (2.920, 0.417, 1.000)

The calculation puts the LUMO energy at 0.8670 eV. As for the charge: 0. The frontier orbital gap is 9.52 eV. The calculation puts the total energy at -343.1268 Ha. The value obtained for the molar mass is 102.14 g mol⁻¹. The calculation puts the largest force on an atom at 0.65 eV/Å.

# 7
DFT (ωB97M-V/def2-TZVPD) results for an isolated molecule of C4H10N2O in a non-equilibrium geometry.

Atoms and positions in Å:
C (1.027, 0.409, 1.195)
C (0.189, -0.546, 0.288)
C (0.222, 0.068, -1.115)
N (1.625, 0.220, -1.544)
N (-1.202, -0.738, 0.739)
C (-2.200, 0.242, 0.588)
O (-1.985, 1.419, 0.745)
H (0.936, 1.430, 0.830)
H (0.630, 0.435, 2.218)
H (2.056, 0.118, 1.068)
H (0.603, -1.559, 0.234)
H (-0.455, 0.935, -1.142)
H (-0.327, -0.591, -1.838)
H (1.988, -0.711, -1.741)
H (1.544, 0.621, -2.475)
H (-1.476, -1.496, 1.342)
H (-3.176, -0.258, 0.608)

The calculation puts the LUMO energy at 0.8699 eV. As for the charge: 0. The frontier orbital gap is 10.29 eV. The calculation puts the total energy at -343.1351 Ha. The value obtained for the molar mass is 102.14 g mol⁻¹. The calculation puts the largest force on an atom at 3.30 eV/Å.

# 8
DFT (ωB97M-V/def2-TZVPD) results for a 3-piece molecular cluster, C4H10N2O overall in a non-equilibrium geometry.

Atoms and positions in Å:
C (0.481, 0.703, -0.275)
C (0.255, 0.329, 2.508)
C (0.762, -1.607, -0.733)
N (-0.039, -0.524, -0.204)
C (-1.715, 0.768, -1.976)
O (1.088, 0.018, 1.428)
N (-0.484, 0.568, -2.084)
H (-0.106, 1.533, 0.094)
H (1.461, 0.911, -0.693)
H (-0.721, 0.731, 2.185)
H (0.060, -0.554, 3.128)
H (0.728, 1.096, 3.138)
H (0.289, -1.941, -1.661)
H (1.802, -1.333, -0.930)
H (0.720, -2.429, -0.020)
H (-2.303, 0.989, -2.877)
H (-2.276, 0.742, -1.030)

The calculation puts the LUMO energy (alpha / beta) at -0.2804 / -0.0931 eV. As for the charge: 0. The frontier orbital gap (alpha / beta) is 8.09 / 8.23 eV. The calculation puts the total energy at -342.9186 Ha. The value obtained for the molar mass is 102.14 g mol⁻¹. The calculation puts the largest force on an atom at 1.11 eV/Å.

# 9
DFT (ωB97M-V/def2-TZVPD) results for an isolated molecule of C4H10N2O in a non-equilibrium geometry.

Atoms and positions in Å:
C (-1.267, -1.646, -1.411)
C (-0.917, -0.523, -0.422)
N (0.394, -0.627, 0.210)
C (0.491, 0.134, 1.494)
C (0.920, 1.531, 1.022)
N (1.494, 1.930, -0.141)
O (0.604, 2.409, 1.738)
H (-0.461, -1.703, -2.097)
H (-1.370, -2.648, -1.134)
H (-2.199, -1.392, -2.056)
H (-0.674, 0.374, -1.043)
H (-1.621, -0.498, 0.513)
H (0.656, -1.645, 0.247)
H (-0.465, 0.321, 2.178)
H (1.198, -0.280, 2.221)
H (1.657, 1.326, -0.876)
H (1.560, 2.936, -0.443)

The calculation puts the LUMO energy at 0.9529 eV. As for the charge: 0. The frontier orbital gap is 9.92 eV. The calculation puts the total energy at -343.1085 Ha. The value obtained for the molar mass is 102.14 g mol⁻¹. The calculation puts the largest force on an atom at 4.89 eV/Å.

# 10
DFT (ωB97M-V/def2-TZVPD) results for an isolated molecule of C4H10N2O in a non-equilibrium geometry.

Atoms and positions in Å:
N (2.159, 0.972, -0.572)
C (1.549, -0.098, -1.252)
C (0.093, -0.272, -0.718)
N (-0.008, -0.425, 0.766)
C (-1.205, -0.159, 1.589)
C (-2.405, -0.634, 0.890)
O (-3.519, -0.797, 1.442)
H (1.880, 1.924, -1.002)
H (3.119, 0.973, -0.453)
H (2.020, -1.081, -1.067)
H (1.362, 0.068, -2.378)
H (-0.391, -1.132, -1.203)
H (-0.508, 0.608, -1.178)
H (0.517, 0.398, 1.058)
H (-1.309, -0.851, 2.605)
H (-1.002, 0.859, 1.700)
H (-2.353, -0.353, -0.226)

The calculation puts the LUMO energy at 0.5406 eV. As for the charge: 0. The frontier orbital gap is 9.47 eV. The calculation puts the total energy at -343.0517 Ha. The value obtained for the molar mass is 102.14 g mol⁻¹. The calculation puts the largest force on an atom at 5.60 eV/Å.

# 11
DFT (ωB97M-V/def2-TZVPD) results for an isolated molecule of C4H10N2O in a non-equilibrium geometry.

Atoms and positions in Å:
C (-1.647, -1.772, -0.454)
N (-1.320, -0.375, -0.206)
C (-0.098, -0.052, 0.076)
C (1.049, -1.039, 0.124)
C (0.136, 1.437, 0.418)
N (1.511, 1.763, 0.717)
O (-0.243, 2.232, -0.679)
H (-2.677, -1.834, -0.819)
H (-1.012, -2.226, -1.221)
H (-1.592, -2.356, 0.470)
H (1.046, -1.663, -0.774)
H (2.024, -0.551, 0.161)
H (0.941, -1.674, 1.007)
H (-0.500, 1.686, 1.274)
H (1.513, 2.739, 1.013)
H (1.995, 1.789, -0.181)
H (-1.126, 1.895, -0.927)

The calculation puts the LUMO energy at 0.9676 eV. As for the charge: 0. The frontier orbital gap is 10.50 eV. The calculation puts the total energy at -343.1385 Ha. The value obtained for the molar mass is 102.14 g mol⁻¹. The calculation puts the largest force on an atom at 1.91 eV/Å.

# 12
DFT (ωB97M-V/def2-TZVPD) results for a 2-piece molecular cluster, C4H10N2O overall in a non-equilibrium geometry.

Atoms and positions in Å:
C (1.244, 1.652, -0.083)
N (0.886, 0.663, -1.078)
C (1.274, -0.556, -0.970)
O (2.273, -0.988, -0.170)
H (0.532, 2.481, -0.132)
H (2.242, 2.061, -0.278)
H (1.218, 1.269, 0.945)
H (1.021, -1.314, -1.725)
H (2.594, -0.281, 0.404)
C (-1.125, -1.669, 0.529)
C (-1.618, -0.451, 0.810)
N (-2.447, 0.278, 0.012)
H (-1.475, -2.227, -0.333)
H (-0.534, -2.197, 1.269)
H (-1.305, 0.074, 1.710)
H (-2.518, -0.073, -0.941)
H (-2.263, 1.278, 0.032)

The calculation puts the LUMO energy at 0.7518 eV. As for the charge: 0. The frontier orbital gap is 8.91 eV. The calculation puts the total energy at -343.1076 Ha. The value obtained for the molar mass is 102.14 g mol⁻¹. The calculation puts the largest force on an atom at 2.65 eV/Å.

# 13
DFT (ωB97M-V/def2-TZVPD) results for an isolated molecule of C4H10N2O.

Atoms and positions in Å:
C (2.666, -0.249, -0.444)
N (1.316, 0.357, -0.427)
C (0.326, -0.524, -0.066)
O (0.612, -1.702, 0.095)
N (-0.961, -0.051, 0.062)
C (-1.950, -0.927, 0.650)
C (-1.323, 1.331, -0.117)
H (3.066, -0.446, 0.561)
H (2.715, -1.212, -0.984)
H (3.303, 0.458, -0.960)
H (1.161, 1.348, -0.237)
H (-2.200, -0.618, 1.671)
H (-1.549, -1.938, 0.674)
H (-2.870, -0.925, 0.056)
H (-0.800, 1.755, -0.977)
H (-2.396, 1.389, -0.325)
H (-1.116, 1.952, 0.768)

The calculation puts the LUMO energy at 0.8113 eV. As for the charge: 0. The frontier orbital gap is 9.80 eV. The calculation puts the total energy at -343.1718 Ha. The value obtained for the molar mass is 102.14 g mol⁻¹. The calculation puts the largest force on an atom at 0.90 eV/Å.

# 14
DFT (ωB97M-V/def2-TZVPD) results for an isolated molecule of C4H10N2O.

Atoms and positions in Å:
C (1.980, -0.957, 0.409)
N (0.693, -0.547, -0.123)
C (0.733, 0.138, -1.401)
C (-0.345, -0.363, 0.740)
O (-0.251, -0.533, 1.942)
C (-1.685, 0.076, 0.170)
N (-1.797, 1.536, 0.342)
H (2.392, -1.801, -0.139)
H (2.692, -0.119, 0.390)
H (1.848, -1.216, 1.452)
H (0.939, 1.194, -1.257)
H (-0.185, -0.019, -1.977)
H (1.501, -0.334, -2.014)
H (-1.817, -0.155, -0.887)
H (-2.414, -0.463, 0.784)
H (-1.513, 1.764, 1.291)
H (-2.772, 1.799, 0.279)

The calculation puts the LUMO energy at 0.9465 eV. As for the charge: 0. The frontier orbital gap is 10.24 eV. The calculation puts the total energy at -343.1591 Ha. The value obtained for the molar mass is 102.14 g mol⁻¹. The calculation puts the largest force on an atom at 0.85 eV/Å.